<1>
Density functional theory data (ωB97M-V/def2-TZVPD) for a 2-piece molecular cluster, C3H12NO2 overall.

```
18
Properties=species:S:1:pos:R:3
C 0.93146 0.09046 -0.75506
C -0.02750 0.62182 0.27782
C -0.54137 2.02288 -0.08104
O -1.57278 1.87589 -1.01669
N 1.19070 -1.39289 -0.52080
H 0.57840 0.17852 -1.77821
H 1.91689 0.56590 -0.74558
H 0.39501 0.57170 1.27182
H -0.90960 -0.01837 0.25886
H 0.28247 2.63054 -0.48245
H -0.81324 2.52188 0.84009
H -2.17691 2.62407 -0.97762
H 0.70976 -1.96432 -1.21422
H 2.18289 -1.58039 -0.65834
H 0.86671 -1.68994 0.41948
H -0.77392 -3.08742 1.76512
H 0.37196 -2.55347 2.63266
O 0.00491 -2.52080 1.73153
```

## Properties
Spin multiplicity: 1
Gap between HOMO and LUMO (eV): 10.6
Lowest unoccupied orbital energy (eV): -3.276
Charge: +1

---

<2>
Density functional theory data (ωB97M-V/def2-TZVPD) for a 2-piece molecular cluster, C3H12NO2 overall.

```
18
Properties=species:S:1:pos:R:3
C -0.95611 -0.38769 -1.06875
O -1.67488 -0.68532 0.16095
C 0.32879 0.41507 -0.77586
C 1.19612 0.52441 -2.03898
N 1.20216 -0.02585 0.44002
H -1.48182 0.17925 -1.79081
H -0.87312 -1.41124 -1.38079
H -2.60102 -0.79813 -0.06455
H -0.05328 1.30754 -0.37638
H 2.04756 1.20789 -1.90666
H 1.63959 -0.34354 -2.60652
H 0.55238 0.94764 -2.77846
H 0.57210 -0.10979 1.15994
H 2.01089 0.66778 0.58779
H 1.64664 -0.91240 0.26314
H 0.33069 0.15900 3.47527
H -0.97822 0.55944 2.99175
O -0.15516 0.11241 2.67000
```

## Properties
Spin multiplicity: 1
Gap between HOMO and LUMO (eV): 11.3
Lowest unoccupied orbital energy (eV): -3.183
Charge: +1

---

Result of the stability comparison: <2> is the least stable of them.

---

<1>
Density functional theory data (ωB97M-V/def2-TZVPD) for a 2-piece molecular cluster, C5H5NO2S overall.

```
14
Properties=species:S:1:pos:R:3
O -0.84246 3.62712 -1.04325
C -0.93446 2.62688 -0.49063
C -0.84767 1.36629 -0.13229
C -1.37650 0.09411 -0.77465
C -1.10035 -0.85511 0.47947
S -0.64067 0.59173 1.58316
H -0.75667 -0.40820 -1.57245
H -2.44086 0.14409 -1.23197
H -1.97425 -1.36816 0.88198
H -0.34495 -1.52952 0.41531
N 2.80354 -1.19052 1.22488
C 2.57405 -1.17878 0.04689
O 2.40226 -1.28034 -1.09516
H 3.47900 -0.63960 1.70871
```

## Properties
Spin multiplicity: 1
Gap between HOMO and LUMO (eV): 8.1
Lowest unoccupied orbital energy (eV): 0.152

---

<2>
Density functional theory data (ωB97M-V/def2-TZVPD) for the molecule C5H5NO2S.

```
14
Properties=species:S:1:pos:R:3
C 0.93697 1.41138 -0.81595
C 0.45345 0.00076 -0.79844
C 0.07602 -0.88694 -1.73792
S -0.92252 -2.20427 -1.01648
C -0.90573 -1.60704 0.55994
C -0.22340 -0.46126 0.79214
N -0.25222 0.30294 1.97726
O -1.13748 -0.15435 2.71652
O 0.50214 1.26932 2.14101
H 1.66062 1.52247 -0.02641
H 1.37551 1.84136 -1.62890
H -0.06976 1.98655 -0.68225
H 0.04806 -0.99246 -2.82121
H -1.54166 -2.02846 1.34069
```

## Properties
Spin multiplicity: 1
Gap between HOMO and LUMO (eV): 8.6
Lowest unoccupied orbital energy (eV): -0.681

---

Result of the stability comparison: <2> is the least stable of them.

---

<1>
Density functional theory data (ωB97M-V/def2-TZVPD) for the molecule C4H8BN.

```
14
Properties=species:S:1:pos:R:3
B -0.95726 0.91028 -0.15489
C -2.30923 0.25935 -0.46794
C 0.11182 -1.45176 0.20164
C 1.64251 0.58446 0.05475
C 0.22763 0.00011 0.00974
N -3.29200 -0.29296 -0.70049
H -0.68530 1.95477 -0.74014
H 0.77557 -2.10528 0.86729
H -0.14625 -1.82260 -0.86235
H -0.83076 -1.51725 0.70660
H 1.95958 0.82791 -0.89432
H 1.82790 1.56185 0.39489
H 2.39014 -0.01876 0.57028
H -0.71435 1.10989 1.01496
```

## Properties
Spin multiplicity: 1
Gap between HOMO and LUMO (eV): 10.3
Lowest unoccupied orbital energy (eV): -0.535

---

<2>
Density functional theory data (ωB97M-V/def2-TZVPD) for a 2-piece molecular cluster, C4H8BN overall.

```
14
Properties=species:S:1:pos:R:3
B 1.22394 0.10005 0.11663
C -1.57225 -0.08834 1.21957
C 2.34800 -1.00149 0.51207
C -1.77234 0.65449 -1.12889
C -1.02348 0.79448 0.23943
N -1.84686 -1.00562 1.87681
H 1.51514 0.51003 -0.99828
H -0.80418 1.87346 0.52306
H 3.19205 -0.41816 0.74907
H 2.61883 -1.71779 -0.26359
H 2.10167 -1.53280 1.42806
H -1.17858 0.99919 -2.01109
H -2.14468 -0.38815 -1.12212
H -2.65726 1.22067 -1.14074
```

## Properties
Spin multiplicity: 1
Gap between HOMO and LUMO (eV): 8.4
Lowest unoccupied orbital energy (eV): -0.566

---

Result of the stability comparison: <2> is the least stable of them.

---

<1>
Density functional theory data (ωB97M-V/def2-TZVPD) for a 4-piece molecular cluster, C19H49N3O7 overall.

```
78
Properties=species:S:1:pos:R:3
C 6.32555 1.93432 2.99805
O 5.19890 1.58755 2.16204
C 4.79680 0.24798 2.19684
C 3.30917 -0.00100 2.09494
N 2.52380 -0.06910 3.36996
C 2.57243 1.19889 4.05413
C 1.52818 1.34947 5.21719
O 0.27349 1.34561 4.54710
C -0.84025 1.36328 5.47261
H 7.20181 1.41945 2.60411
H 6.16082 1.71486 4.05294
H 6.48531 3.01235 2.97743
H 5.24497 -0.28170 3.03748
H 5.33546 -0.29271 1.41863
H 3.17080 -0.95201 1.58062
H 2.88838 0.76282 1.44102
H 1.59012 -0.20799 3.01072
H 2.36098 1.99051 3.33529
H 3.59330 1.45201 4.34021
H 1.56442 2.29809 5.75282
H 1.60622 0.47619 5.86480
H -1.79674 1.40863 4.95187
H -0.91757 2.15094 6.22208
H -0.90315 0.46268 6.08339
C -3.31968 -0.68403 -7.99243
O -3.97527 -0.43505 -6.78198
C -4.95995 -1.39651 -6.39327
C -5.35010 -1.10198 -4.91306
N -4.17477 -0.96479 -4.00227
C -3.48967 -2.22092 -3.81906
C -2.08414 -1.97099 -3.28365
O -1.24452 -1.20468 -4.16192
C -0.68189 -2.00269 -5.16906
H -2.86403 -1.66957 -8.08829
H -2.58029 0.10156 -8.14812
H -4.01136 -0.63755 -8.83357
H -4.48937 -2.37969 -6.39089
H -5.78946 -1.51041 -7.09115
H -6.05134 -1.74102 -4.37640
H -5.69652 -0.07137 -4.83604
H -3.48999 -0.44537 -4.53271
H -3.30139 -2.77869 -4.73642
H -4.03731 -2.82599 -3.09651
H -1.57002 -2.88029 -2.97226
H -2.17550 -1.39559 -2.36242
H 0.00817 -1.36738 -5.72430
H -1.46312 -2.27028 -5.88052
H -0.15474 -2.89917 -4.84266
C 0.29431 5.24006 2.76629
O -0.29105 3.98545 2.33720
C 0.30287 3.45931 1.19084
C -0.33378 2.08623 0.79895
N 0.04695 0.99215 1.65223
C -0.87361 -0.17927 1.52663
C -0.55322 -1.44909 2.37767
O 0.55287 -2.04000 1.74555
C 0.94772 -3.18879 2.43267
H 1.32016 5.06723 3.09163
H -0.25689 5.65296 3.61115
H 0.32984 5.94713 1.93750
H 1.36291 3.27516 1.36552
H 0.27456 4.22492 0.41551
H 0.02783 1.90704 -0.21358
H -1.40854 2.26763 0.80865
H 0.06443 1.25532 2.62719
H -1.00171 -0.54921 0.50936
H -1.87639 0.09447 1.85462
H -1.36561 -2.17138 2.45780
H -0.35185 -1.18364 3.41550
H 1.49128 -2.98887 3.35608
H 1.71640 -3.67371 1.83093
H 0.12966 -3.87267 2.65892
C 1.08856 -1.94496 -1.51029
O 2.03460 -2.12878 -0.47478
H 1.57786 -1.94879 -2.48429
H 0.35851 -2.75374 -1.47884
H 0.47621 -1.06405 -1.31760
H 1.58855 -1.93701 0.35339
```

## Properties
Spin multiplicity: 1
Gap between HOMO and LUMO (eV): 9.3
Lowest unoccupied orbital energy (eV): 0.805

---

<2>
Density functional theory data (ωB97M-V/def2-TZVPD) for a 10-piece molecular cluster, C19H49N3O7 overall.

```
78
Properties=species:S:1:pos:R:3
C -9.16237 -3.08965 -14.50548
C -10.27924 -3.05913 -13.36735
C -11.18792 -4.28005 -13.19324
C -10.42719 -5.51821 -12.85494
N -9.81534 -6.48180 -12.66638
H -8.73014 -2.08967 -14.54208
H -9.66818 -3.31546 -15.44423
H -8.39420 -3.84261 -14.32927
H -10.94555 -2.24989 -13.66616
H -9.80575 -2.67174 -12.46522
H -11.77328 -4.54847 -14.07267
H -11.94531 -4.13175 -12.42351
C -16.86356 -7.81487 -15.41993
C -17.14122 -7.99408 -16.89333
C -18.12717 -7.00344 -17.61106
C -17.59739 -5.65385 -17.76850
N -17.18014 -4.61067 -17.93100
H -17.79663 -7.88069 -14.86033
H -16.44603 -6.84151 -15.16232
H -16.20358 -8.58425 -15.01920
H -17.55587 -8.99537 -17.00983
H -16.21723 -7.92226 -17.46706
H -19.07603 -6.87397 -17.09046
H -18.29395 -7.49707 -18.56845
C -17.35320 -2.54235 -11.77827
C -18.33195 -1.39557 -11.57604
C -18.19881 -0.20575 -12.53296
C -16.77708 0.27741 -12.48755
N -15.66577 0.66201 -12.46608
H -17.53789 -3.05194 -12.72394
H -17.48205 -3.22764 -10.94048
H -16.31364 -2.22906 -11.87437
H -18.21758 -1.01821 -10.55986
H -19.31993 -1.80807 -11.78051
H -18.82938 0.64659 -12.28004
H -18.48615 -0.51333 -13.53842
C -14.97171 -2.63307 -15.07841
O -15.08209 -1.27916 -15.45662
H -14.15963 -3.17837 -15.55930
H -14.86426 -2.60725 -13.99403
H -15.86286 -3.18047 -15.38547
H -15.57626 -1.35576 -16.27609
C -17.58857 -8.74771 -11.71506
O -16.61129 -9.71816 -11.86351
H -18.43148 -8.97361 -12.36819
H -17.92872 -8.89653 -10.69024
H -17.27645 -7.73782 -11.98108
H -15.86991 -9.48140 -11.30147
C -19.68550 -5.59527 -12.91915
O -19.99390 -4.25664 -13.29385
H -20.31422 -5.89084 -12.07923
H -19.88120 -6.21791 -13.79215
H -18.65090 -5.82151 -12.66124
H -19.50239 -4.13376 -14.10929
C -12.46335 -5.18894 -8.79135
O -13.19298 -4.94015 -9.96032
H -12.66642 -6.21454 -8.48311
H -11.38203 -5.22070 -8.92485
H -12.77196 -4.51918 -7.98869
H -13.18870 -3.98635 -10.06919
C -13.32417 -9.22683 -9.54227
O -14.45412 -8.87592 -10.33992
H -13.53560 -9.20644 -8.47316
H -12.89800 -10.16501 -9.89764
H -12.50265 -8.51913 -9.65339
H -14.90591 -8.06911 -10.08197
C -12.90698 -8.47317 -13.25122
O -13.69868 -8.04538 -14.34985
H -13.40371 -9.15100 -12.55702
H -12.09520 -9.08302 -13.64770
H -12.52548 -7.60180 -12.71900
H -13.92685 -8.83673 -14.84311
C -15.28921 -5.58327 -12.51150
O -14.70013 -5.38321 -13.81194
H -15.48500 -4.60065 -12.08228
H -16.28454 -5.97737 -12.71671
H -14.69306 -6.20803 -11.84638
H -14.22768 -6.19072 -14.02714
```

## Properties
Spin multiplicity: 1
Gap between HOMO and LUMO (eV): 10.1
Lowest unoccupied orbital energy (eV): 0.360

---

Result of the stability comparison: <1> is the least stable of them.

---

<1>
Density functional theory data (ωB97M-V/def2-TZVPD) for the molecule C3H10N2O2S.

```
18
Properties=species:S:1:pos:R:3
C 0.27636 1.05788 -1.29690
C -2.67382 -0.23065 0.50353
C 1.38582 0.16478 0.71932
N 2.52824 -0.34795 0.05574
N 0.24790 0.17904 -0.11245
O -0.30482 -2.19242 0.54644
O -2.09114 -0.66899 -0.67066
S -0.47462 -1.34067 -0.60002
H -0.52647 0.98099 -2.11934
H 0.12489 2.17337 -0.87510
H 1.29592 1.02634 -1.72840
H -3.65252 0.17830 0.35975
H -1.92878 0.44386 1.03214
H -2.84531 -1.01745 1.10512
H 1.09245 -0.34682 1.65079
H 1.59347 1.25007 0.94787
H 2.51547 -1.33458 -0.04845
H 3.43696 0.02488 0.53062
```

## Properties
Spin multiplicity: 1
Gap between HOMO and LUMO (eV): 10.0
Lowest unoccupied orbital energy (eV): 0.831

---

<2>
Density functional theory data (ωB97M-V/def2-TZVPD) for a 2-piece molecular cluster, C3H10N2O2S overall.

```
18
Properties=species:S:1:pos:R:3
N -0.76770 1.86408 0.19834
C -0.01349 0.81976 -0.14957
O 1.16163 0.87068 -0.48458
C -0.67917 -0.58271 0.02180
N -1.93051 -0.50917 -0.76188
C 0.32387 -1.67313 -0.31461
S -0.45329 -3.27150 -0.06886
H -1.75302 1.73195 0.30230
H -0.40355 2.78599 0.37137
H -0.95270 -0.63890 1.07877
H -1.84319 -0.96699 -1.65830
H -2.63043 -1.03924 -0.29496
H 1.25066 -1.31046 0.11556
H 0.57580 -1.58675 -1.36857
H 0.55677 -3.97104 0.46638
O 2.56085 2.81282 1.03605
H 1.97538 2.66690 0.28863
H 3.02210 1.99772 1.22213
```

## Properties
Spin multiplicity: 1
Gap between HOMO and LUMO (eV): 10.0
Lowest unoccupied orbital energy (eV): 0.664

---

Result of the stability comparison: <1> is the least stable of them.